# 1
C30H58Cl10N4O5PSSi | ωB97M-V/def2-TZVPD

Output
calculated total energy: -7403.7212 Ha
HOMO-LUMO gap: 6.7 eV

```
! RIJCOSX wB97M-V def2-TZVPD def2/J DEFGRID3
* xyz 1 1
C 9.98912 -1.13649 0.06820
C 9.08716 -0.65803 -1.13039
C 8.61355 -1.89249 -2.03077
C 10.05183 0.18443 -2.08890
C 7.90748 0.32683 -0.74199
C 7.08146 -0.04153 0.55615
C 7.70733 0.45796 1.91000
C 6.69906 -1.58803 0.67329
C 5.68297 0.70937 0.40597
C 4.69336 0.22674 -0.58193
C 3.37830 0.86893 -0.75944
C 2.98835 2.02585 0.04330
O 1.76772 2.69123 -0.00298
C 0.90792 2.18494 -1.01638
C -0.48452 2.93376 -0.86824
O -1.29837 2.38663 0.17693
C -2.15767 1.36884 -0.30611
C -3.43200 1.93486 -1.11021
N -4.61122 1.17257 -0.63069
C -5.74465 2.13491 -0.61792
C -5.61635 2.99154 0.81297
C -4.66225 2.29396 1.91939
O -6.21118 2.35289 1.98390
C -4.86402 -0.00441 -1.32099
N -3.91460 -0.65289 -1.97611
S -4.26377 -2.16813 -2.78882
N -6.12612 -0.67398 -1.31634
Si -6.70377 -1.29750 0.25776
C -7.94400 -0.23967 1.21994
C -7.47142 -3.02952 -0.06882
C -5.23771 -1.64012 1.46418
P -7.28474 -0.12945 -2.45535
N -7.65333 -1.33344 -3.41999
O -8.72347 0.38797 -1.82681
O -6.59478 1.03549 -3.44211
C 3.98190 2.53710 0.99878
C 5.29297 1.89403 1.17104
H 10.67660 -0.30620 0.39210
H 9.43326 -1.56640 0.93498
H 10.65670 -1.95532 -0.32751
H 7.85411 -1.57525 -2.78799
H 8.28298 -2.74922 -1.38475
H 9.54872 -2.25519 -2.55115
H 9.48621 0.56408 -2.98958
H 10.85569 -0.49088 -2.49652
H 10.56725 1.01568 -1.54522
H 7.25832 0.43235 -1.65535
H 8.37337 1.33939 -0.54983
H 6.95221 0.29831 2.73278
H 8.70026 0.01779 2.16348
H 7.85249 1.57486 1.83060
H 6.49916 -2.06681 -0.32001
H 7.40276 -2.16881 1.32135
H 5.70496 -1.60580 1.21457
H 4.90888 -0.65063 -1.23865
H 2.68778 0.43419 -1.51507
H 0.67035 1.08986 -0.89407
H 1.28307 2.44511 -2.04531
H -0.25703 4.00218 -0.58534
H -1.02184 3.00809 -1.86250
H -2.50788 0.72886 0.55507
H -1.56730 0.65856 -0.96721
H -3.46162 3.02869 -0.89320
H -3.19647 1.80073 -2.19861
H -6.75422 1.68458 -0.47155
H -5.70080 2.91402 -1.41887
H -5.59492 4.14037 0.74572
H -4.53191 1.19090 1.88373
H -4.24333 2.98736 2.67915
H -2.94793 -0.33476 -2.04211
H -3.02900 -2.77669 -2.85612
H -8.26572 0.71346 0.73067
H -7.55231 0.04843 2.23724
H -8.88508 -0.85392 1.35446
H -6.59705 -3.67162 -0.39340
H -7.78850 -3.44269 0.92795
H -8.29197 -3.00779 -0.82812
H -5.20460 -2.70322 1.80840
H -5.40533 -1.01228 2.38798
H -4.24040 -1.33008 1.05259
H -7.14096 -2.16939 -3.11112
H -9.37928 -0.33227 -1.95341
H -7.14147 0.96360 -4.25445
H 3.69541 3.42167 1.61737
H 5.96502 2.36673 1.91687
C -11.57421 -2.75686 0.89590
Cl -11.43170 -1.69694 -0.51488
Cl -10.64207 -2.13741 2.26433
H -12.62021 -2.82046 1.18264
H -11.20185 -3.74347 0.63380
C 2.14589 -2.02157 -4.39926
Cl 0.93093 -1.30922 -3.32470
Cl 3.64502 -2.36122 -3.53169
H 1.75459 -2.95043 -4.80499
H 2.35451 -1.32387 -5.20569
C 0.72074 -1.90033 0.40551
Cl -0.91556 -1.97145 -0.28167
Cl 0.77467 -2.65147 1.99906
H 1.40343 -2.42494 -0.25794
H 1.02177 -0.85881 0.49720
C 2.90309 -1.08293 4.38495
Cl 3.06377 -0.02326 2.97936
Cl 3.87559 -0.50088 5.73880
H 1.85911 -1.11049 4.68675
H 3.23602 -2.08173 4.11472
C 1.75564 3.15276 4.94940
Cl 3.51224 3.27622 4.80143
Cl 1.28391 1.70377 5.84640
H 1.38480 4.02796 5.47596
H 1.32064 3.10727 3.95402
*
```

=====

# 2
C30H58N3O19PSi | ωB97M-V/def2-TZVPD

Output
calculated total energy: -3402.5999 Ha
HOMO-LUMO gap: 8.3 eV
structure (SMILES): CC(=O)N(C)CCCC[Si@H]([PH2]=N)c1ccccn1.COC(=O)OC.COC(=O)OC.COC(=O)OC.COC(=O)OC.COC(=O)OC.COC(=O)OC

```
! RIJCOSX wB97M-V def2-TZVPD def2/J DEFGRID3
* xyz 0 1
C -6.37410 1.80842 -2.14544
C -5.14511 2.05884 -2.99063
O -5.22352 2.30656 -4.18951
N -3.93345 2.08246 -2.32235
C -2.78438 2.28128 -3.20832
C -3.68257 1.12381 -1.24325
C -3.85641 1.70880 0.16046
C -3.01335 2.96845 0.37157
C -3.57904 3.92045 1.44151
Si -4.96732 5.07408 0.90242
P -7.05728 4.18118 1.19120
N -8.15191 4.71286 0.20150
C -4.81380 5.63474 -0.87083
C -4.09561 6.76905 -1.22878
C -4.03069 7.12683 -2.56386
C -4.68269 6.35132 -3.49690
C -5.36304 5.22267 -3.06469
N -5.42180 4.87447 -1.78898
H -6.40370 2.52513 -1.32368
H -7.25019 1.93780 -2.77461
H -6.38572 0.80187 -1.72255
H -2.94686 3.15681 -3.83155
H -2.61750 1.42308 -3.86632
H -1.90326 2.45201 -2.59068
H -4.31046 0.23620 -1.35223
H -2.65080 0.77614 -1.32578
H -4.90888 1.93416 0.35371
H -3.55272 0.93123 0.86728
H -2.00776 2.68314 0.69395
H -2.91410 3.48476 -0.58596
H -2.76635 4.50025 1.88445
H -3.99025 3.32398 2.26780
H -4.94154 6.26688 1.78917
H -6.83635 2.78460 1.25492
H -7.32624 4.49270 2.54198
H -8.57941 4.01262 -0.38820
H -3.60362 7.36137 -0.46724
H -3.49037 8.01332 -2.87201
H -4.67524 6.60398 -4.54854
H -5.86927 4.57555 -3.77177
C -2.28593 -3.06959 4.15024
O -2.42779 -2.51898 2.83412
C -2.74170 -3.42155 1.90071
O -2.89064 -4.59873 2.08489
O -2.85081 -2.78938 0.73301
C -3.17539 -3.64589 -0.36928
H -2.03072 -2.22959 4.78882
H -3.22002 -3.52252 4.47532
H -1.49675 -3.81878 4.17339
H -4.13294 -4.13538 -0.20401
H -2.40211 -4.39636 -0.51886
H -3.23740 -2.99436 -1.23569
C 0.63995 -2.33815 2.09812
O 2.06736 -2.47728 2.14000
C 2.50850 -3.63053 1.62987
O 1.81956 -4.50254 1.16942
O 3.83426 -3.64241 1.71919
C 4.45993 -4.82460 1.20184
H 0.42009 -1.37277 2.54357
H 0.28335 -2.36379 1.07044
H 0.16685 -3.13190 2.66989
H 4.24129 -4.94379 0.14321
H 4.12131 -5.70265 1.74766
H 5.52522 -4.67806 1.34688
C 4.35061 -8.74401 -1.29741
O 5.32765 -7.70681 -1.14549
C 6.57337 -8.07396 -1.44276
O 6.91665 -9.16454 -1.81482
O 7.37253 -7.02438 -1.25515
C 8.75369 -7.27751 -1.54126
H 3.40446 -8.29050 -1.01917
H 4.31780 -9.08834 -2.32887
H 4.57806 -9.58107 -0.64066
H 8.88017 -7.56715 -2.58227
H 9.13853 -8.06495 -0.89661
H 9.26560 -6.34127 -1.34351
C -11.47516 6.46401 -4.40365
O -10.10164 6.07531 -4.32320
C -9.82159 4.91730 -4.92051
O -10.61341 4.21821 -5.49952
O -8.52554 4.67035 -4.76686
C -8.07063 3.45271 -5.37148
H -11.53769 7.41098 -3.87692
H -11.77941 6.58528 -5.44165
H -12.11186 5.72212 -3.92553
H -8.23903 3.47554 -6.44701
H -8.59428 2.59760 -4.94642
H -7.01104 3.38153 -5.15234
C 8.59022 1.13651 3.77952
O 7.16237 1.15431 3.86380
C 6.55827 0.30502 3.03416
O 7.11511 -0.43569 2.26326
O 5.24477 0.41234 3.20087
C 4.47044 -0.46206 2.36394
H 8.94387 1.86896 4.49848
H 8.98167 0.15273 4.03144
H 8.91890 1.41515 2.78005
H 4.71379 -1.50166 2.56658
H 4.65725 -0.23821 1.31524
H 3.43339 -0.26563 2.61184
C 14.45893 -1.27618 4.29160
O 13.02943 -1.26199 4.37353
C 12.42537 -2.10771 3.53916
O 12.97640 -2.84253 2.76232
O 11.11006 -1.99865 3.71345
C 10.33082 -2.85465 2.87019
H 14.79676 -0.54641 5.02043
H 14.84561 -2.26353 4.53550
H 14.78709 -0.99576 3.29279
H 10.56223 -3.90081 3.06015
H 10.50844 -2.62322 1.82205
H 9.29212 -2.65103 3.11269
*
```